Record 1
C25H15F9N4O6Ti | ωB97M-V/def2-TZVPD

Spin multiplicity: 3
Net charge: -2
<S²>: 2.03
M in g mol⁻¹: 686.27
Highest occupied orbital energy (spin up / spin down) in eV: 0.24 / -2.15
Electronic energy in eV: -91994.63350
Gap between HOMO and LUMO (spin up / spin down) in eV: 4.472 / 6.861

Atoms and positions in Å:
Ti1 0.358 -0.942 0.065
F1 2.013 -1.671 4.182
F2 4.070 -1.310 0.540
F3 3.804 -0.846 3.315
F4 3.830 -3.415 0.125
F5 1.452 -4.363 1.092
F6 1.239 -4.036 3.211
F7 3.816 -2.856 4.124
F8 5.026 -2.791 1.789
F9 3.079 -4.857 2.425
O1 1.410 0.871 0.231
O2 1.270 -2.337 -1.158
O3 2.109 2.512 1.618
O4 1.653 -1.688 1.579
O5 -1.279 -2.031 0.756
O6 -2.687 -2.456 2.466
N1 -0.115 -0.391 -2.028
N2 -0.334 0.038 1.883
N3 -1.558 0.909 -0.259
N4 0.538 -1.123 -2.974
C1 -3.052 2.664 0.421
C2 -2.233 2.612 -1.830
C3 -1.125 -0.682 2.659
C4 -1.196 -0.450 4.021
C5 2.146 -2.724 -4.690
C6 0.466 0.979 2.359
C7 2.095 -3.952 2.178
C8 1.205 -2.102 -2.430
C9 -2.299 1.514 0.645
C10 -1.521 1.421 -1.527
C11 0.466 1.287 3.712
C12 2.610 -2.483 2.013
C13 3.077 -1.968 3.423
C14 -0.385 0.560 4.541
C15 3.381 -4.770 -4.976
C16 -2.989 3.223 -0.865
C17 2.855 -3.592 -5.499
C18 1.950 -3.009 -3.333
C19 3.186 -5.064 -3.634
C20 -0.750 0.702 -2.464
C21 3.889 -2.502 1.096
C22 2.481 -4.195 -2.819
C23 -1.784 -1.837 1.907
C24 -0.670 1.154 -3.897
C25 1.431 1.528 1.315
H1 3.008 -3.354 -6.546
H2 3.593 -5.979 -3.217
H3 -2.168 3.048 -2.818
H4 -1.651 1.449 -4.274
H5 -3.528 4.136 -1.097
H6 3.939 -5.449 -5.611
H7 2.326 -4.407 -1.771
H8 -2.301 1.063 1.636
H9 -3.632 3.110 1.217
H10 0.000 2.015 -3.996
H11 1.732 -1.804 -5.081
H12 -0.278 0.344 -4.504
H13 1.145 2.043 4.079
H14 -0.390 0.752 5.608
H15 -1.836 -1.070 4.633

In the Mulliken picture, each atom carries the following charge in e: Ti -0.709; F -0.179; F -0.275; F -0.282; F -0.246; F -0.124; F -0.282; F -0.298; F -0.323; F -0.323; O -0.395; O -0.638; O -0.848; O 0.741; O -0.172; O -0.828; N 0.866; N 1.131; N 0.371; N -1.095; C -1.406; C -1.154; C 0.506; C -0.933; C -0.257; C 0.458; C 0.326; C 0.248; C 0.005; C 0.150; C -0.715; C 0.782; C 0.444; C -0.567; C -0.291; C -0.190; C -0.642; C 0.343; C -0.812; C 0.871; C 0.205; C -0.263; C 0.398; C -1.590; C 0.071; H 0.355; H 0.372; H 0.275; H 0.356; H 0.382; H 0.351; H 0.420; H 0.508; H 0.401; H 0.265; H 0.402; H 0.374; H 0.529; H 0.370; H 0.559

=====

Record 2
C41H37N7O6 | ωB97M-V/def2-TZVPD

M in g mol⁻¹: 723.79
Highest occupied orbital energy in eV: -5.93
Electronic energy in eV: -65822.37293
Gap between HOMO and LUMO in eV: 3.096

Atoms and positions in Å:
O1 -1.869 -0.757 8.879
O2 -5.586 -1.114 3.833
O3 -4.439 0.188 2.484
O4 2.751 -1.796 -0.252
O5 0.322 1.310 5.958
O6 -3.960 -1.224 8.405
N1 1.898 2.103 -1.520
N2 0.254 0.694 -1.037
N3 -4.526 -0.543 3.504
N4 2.395 0.817 -1.387
N5 -0.476 0.723 6.906
N6 -2.802 -0.885 8.067
N7 -0.050 0.977 4.615
C1 -3.360 -0.679 4.342
C2 -3.542 -1.024 5.705
C3 -4.723 -1.803 0.111
C4 -2.363 -1.144 0.765
C5 -2.130 -0.183 3.852
C6 0.076 -1.801 -3.042
C7 -1.456 -3.305 -1.904
C8 4.021 2.486 0.267
C9 -0.706 -1.874 -4.189
C10 6.564 0.296 -1.507
C11 -1.034 0.219 -0.686
C12 -1.167 -0.441 0.533
C13 -1.146 0.186 4.803
C14 -0.047 -0.432 1.546
C15 -0.280 -2.494 -1.850
C16 0.465 -2.384 -0.631
C17 5.981 1.267 -0.688
C18 -0.135 4.178 -2.129
C19 -2.228 5.151 -1.404
C20 -2.578 -0.670 6.647
C21 3.804 0.632 -1.458
C22 -3.295 -0.281 -1.281
C23 -2.323 4.208 -0.372
C24 -1.363 -0.015 6.190
C25 1.625 -1.438 -0.654
C26 1.412 -0.055 -1.111
C27 4.600 1.459 -0.651
C28 -1.356 3.214 -0.243
C29 3.539 -1.092 -3.307
C30 -2.082 0.337 -1.605
C31 4.360 -0.307 -2.345
C32 -3.434 -1.069 -0.138
C33 0.427 -3.459 0.391
C34 8.048 0.087 -1.522
C35 -1.871 -2.649 -4.195
C36 -2.247 -3.350 -3.043
C37 -1.943 1.058 -2.912
C38 0.617 2.016 -1.266
C39 -1.116 5.156 -2.260
C40 5.745 -0.484 -2.324
C41 -0.312 3.133 -1.194
H1 0.086 -4.398 -0.065
H2 1.428 -3.645 0.807
H3 8.442 0.137 -2.543
H4 3.317 3.143 -0.252
H5 -2.259 2.109 -2.823
H6 -0.270 -3.230 1.216
H7 -5.208 -1.441 1.027
H8 -1.754 -3.864 -1.011
H9 -3.172 -3.935 -3.029
H10 2.811 -0.469 -3.842
H11 -4.137 -0.170 -1.970
H12 8.314 -0.898 -1.119
H13 6.616 1.899 -0.063
H14 -3.157 4.244 0.332
H15 -1.011 5.923 -3.029
H16 -4.548 -2.882 0.218
H17 0.686 -1.234 1.408
H18 4.205 -1.541 -4.054
H19 -0.407 -1.305 -5.074
H20 -0.461 -0.601 2.537
H21 0.476 0.533 1.556
H22 -1.405 2.497 0.582
H23 3.504 2.030 1.124
H24 -5.409 -1.645 -0.731
H25 -2.588 0.579 -3.664
H26 8.543 0.853 -0.920
H27 -2.449 -1.754 1.668
H28 3.020 -1.922 -2.809
H29 -4.482 -1.466 6.023
H30 -0.914 1.036 -3.295
H31 0.756 4.167 -2.759
H32 6.178 -1.244 -2.979
H33 -2.064 0.277 2.872
H34 -3.009 5.904 -1.526
H35 4.842 3.095 0.660
H36 0.997 -1.212 -3.067
H37 -2.475 -2.712 -5.101

In the Mulliken picture, each atom carries the following charge in e: O -0.528; O -0.603; O -0.528; O -0.755; O -0.104; O -0.566; N -1.427; N 1.610; N 1.061; N 1.171; N -0.346; N 0.886; N -0.348; C -0.657; C -0.596; C -1.657; C -0.254; C 0.560; C 0.246; C -1.133; C -1.327; C -0.641; C 0.648; C -1.173; C 0.438; C 0.029; C -1.854; C 0.878; C 1.153; C -1.132; C -0.737; C -0.450; C -0.384; C 0.131; C -0.893; C -0.613; C 0.914; C 0.742; C -0.845; C 0.796; C 0.190; C -1.350; C 1.542; C 1.503; C 0.651; C -1.849; C -1.495; C -0.534; C -0.771; C -2.456; C 0.690; C -0.675; C -1.438; C 0.054; H 0.533; H 0.365; H 0.353; H 0.227; H 0.384; H 0.135; H 0.264; H 0.268; H 0.391; H 0.227; H 0.328; H 0.305; H 0.281; H 0.420; H 0.395; H 0.348; H 0.069; H 0.563; H 0.411; H 0.337; H 0.502; H 0.388; H 0.258; H 0.439; H 0.606; H 0.358; H 0.840; H 0.321; H 0.617; H 0.275; H 0.431; H 0.396; H 0.908; H 0.390; H 0.446; H 0.076; H 0.370

=====

Record 3
C33H78Br9N3O3 | ωB97M-V/def2-TZVPD

M in g mol⁻¹: 1284.14
Highest occupied orbital energy in eV: -9.36
Electronic energy in eV: -676477.55062
Gap between HOMO and LUMO in eV: 9.004

Atoms and positions in Å:
Br1 -4.923 -0.594 0.963
Br2 2.688 -4.603 5.164
Br3 -1.145 -0.944 0.511
Br4 1.732 -0.150 -0.519
Br5 -2.793 0.591 3.210
Br6 3.874 -3.129 2.606
Br7 1.077 0.115 2.612
Br8 -4.974 2.533 1.930
Br9 0.676 -3.585 2.849
O1 2.957 4.031 -1.078
O2 -1.337 3.363 0.097
O3 4.510 -1.364 5.975
N1 4.612 2.354 6.435
N2 -0.952 5.462 -2.936
N3 2.344 5.168 2.366
C1 -3.803 -1.628 -3.765
C2 -2.558 -5.691 -0.580
C3 -2.889 -4.266 1.567
C4 2.725 5.250 0.938
C5 -5.932 -3.078 -3.880
C6 -3.533 -5.130 0.470
C7 2.674 3.882 0.303
C8 2.442 0.072 -4.908
C9 4.536 1.224 -5.401
C10 2.330 -3.217 3.828
C11 3.317 0.594 -6.053
C12 6.104 0.965 5.086
C13 -3.048 0.127 -2.236
C14 4.133 5.836 0.993
C15 4.753 1.044 5.762
C16 0.167 -1.086 -4.369
C17 4.513 -0.107 6.668
C18 4.879 -2.458 6.785
C19 -6.474 -4.528 -4.007
C20 -0.712 4.353 -0.701
C21 -1.164 3.604 1.475
C22 -3.878 0.955 1.570
C23 3.245 2.923 -1.869
C24 0.509 -2.194 -3.386
C25 -3.891 -1.144 -2.327
C26 -3.766 -2.693 5.068
C27 -1.289 4.273 -2.149
C28 -3.703 -4.000 2.833
C29 0.346 0.291 0.797
C30 -4.411 -2.990 -4.106
C31 -0.841 2.970 -2.904
C32 1.212 -0.699 -5.446
C33 -2.937 -3.131 3.842
H1 2.435 2.187 -1.850
H2 2.027 0.976 -4.456
H3 2.719 1.329 -6.598
H4 -4.206 -4.467 -0.083
H5 -1.307 2.063 -2.522
H6 6.251 1.711 4.308
H7 1.702 3.382 0.369
H8 -7.416 -4.509 -3.455
H9 4.268 6.407 0.070
H10 -1.731 2.913 2.100
H11 -0.394 -2.421 -2.818
H12 6.231 -0.051 4.698
H13 -0.735 -1.271 -4.951
H14 4.590 3.130 5.784
H15 -3.249 0.560 -1.255
H16 -4.951 -0.925 -2.179
H17 -3.927 -3.734 -3.469
H18 2.997 -0.565 -4.220
H19 -1.051 5.331 -0.347
H20 -5.857 -5.326 -3.596
H21 0.853 -3.073 -3.938
H22 -4.557 -3.405 5.305
H23 4.159 -2.719 7.565
H24 -4.315 -0.852 -4.339
H25 -3.095 -6.092 -1.442
H26 -1.190 5.328 -3.910
H27 4.995 5.178 1.078
H28 -6.565 -2.507 -4.559
H29 -0.100 3.557 1.715
H30 0.708 -0.068 -6.181
H31 -2.630 -2.161 3.445
H32 -4.235 -1.722 4.904
H33 -3.156 1.223 0.804
H34 5.479 2.519 6.937
H35 -4.653 -3.521 2.581
H36 5.310 0.524 -5.084
H37 0.375 4.268 -0.708
H38 3.543 -0.189 7.170
H39 4.066 2.407 -1.355
H40 5.195 -0.169 7.523
H41 -0.028 -0.279 -3.655
H42 -2.079 -6.593 -0.193
H43 6.926 0.941 5.807
H44 -2.377 4.210 -2.058
H45 5.839 -2.213 7.247
H46 0.017 1.294 0.536
H47 2.296 6.130 2.675
H48 -4.230 -3.193 -5.163
H49 5.086 1.851 -6.108
H50 -2.005 -4.820 1.899
H51 5.028 -3.378 6.224
H52 -3.547 -1.817 -1.540
H53 2.246 -2.229 4.268
H54 -2.008 -3.593 4.181
H55 -1.613 4.550 1.793
H56 1.544 -1.599 -5.968
H57 -2.543 -3.332 1.121
H58 4.257 1.901 -4.595
H59 -3.106 -2.586 5.930
H60 -2.732 -1.623 -3.975
H61 3.534 3.080 -2.906
H62 1.340 -2.007 -2.707
H63 4.158 6.646 1.724
H64 -1.998 -0.168 -2.199
H65 0.227 2.807 -2.739
H66 3.461 -0.145 -6.844
H67 -4.200 -5.887 0.885
H68 -0.958 2.947 -3.989
H69 3.390 3.191 0.762
H70 4.023 1.079 4.950
H71 -1.596 6.177 -2.618
H72 -6.734 -4.789 -5.034
H73 -6.112 -2.761 -2.851
H74 -1.818 -5.010 -0.999
H75 -3.160 0.789 -3.093
H76 1.450 4.701 2.462
H77 -3.981 -4.975 3.240
H78 2.011 5.881 0.403

Results of the Mulliken charge analysis, in e, for atoms 1 through 99: Br -0.034; Br -0.068; Br 0.286; Br 0.032; Br -0.047; Br -0.030; Br 0.014; Br -0.054; Br -0.016; O -0.443; O -0.077; O -0.094; N -0.749; N -0.778; N -0.658; C -0.172; C -1.267; C 0.620; C 0.634; C -0.254; C -0.431; C 0.219; C 0.085; C -0.742; C -0.207; C -0.574; C -1.515; C -0.483; C -1.343; C 0.878; C 0.902; C -0.991; C -0.951; C -1.310; C -0.260; C -0.084; C 0.696; C -0.229; C -1.051; C 0.359; C -1.368; C 0.324; C -0.833; C 0.878; C -0.508; C -0.722; C -1.261; C 0.579; H -0.183; H -0.103; H 0.296; H 0.213; H -0.205; H 0.393; H -0.877; H 0.381; H 0.345; H -0.191; H 0.134; H 0.321; H 0.241; H 0.296; H -0.271; H 0.422; H 0.145; H 0.344; H 0.464; H 0.308; H 0.430; H 0.360; H 0.347; H 0.421; H 0.381; H 0.269; H 0.266; H 0.284; H -0.122; H 0.390; H -0.264; H 0.286; H -0.619; H 0.293; H 0.280; H 0.316; H -0.188; H 0.339; H 0.385; H 0.387; H -0.574; H 0.394; H 0.376; H 0.312; H 0.394; H -0.952; H 0.279; H 0.388; H 0.415; H 0.092; H 0.265